# 1
DFT (wB97M-V/def2-TZVPD) results for 13 unconnected molecules or ions with the total composition C35H72N2O15.

Calculated values
E: -71147.52777 eV
LUMO energy: 0.0201 hartree
Kohn-Sham gap: 9.885 eV
Maximum force: 4.29 eV/A

Atoms and positions in Å:
C1 -4.130 0.702 -2.613
N1 -3.328 -0.413 -2.085
O1 -3.429 -1.483 -2.609
O2 -2.709 -0.236 -1.066
H1 -3.814 1.640 -2.083
H2 -5.202 0.424 -2.441
H3 -3.824 0.880 -3.618
C2 -0.242 -0.082 1.192
N2 0.680 1.062 1.461
O3 1.552 1.322 0.644
O4 0.569 1.716 2.475
H4 -0.884 0.352 0.389
H5 -0.873 -0.222 2.113
H6 0.477 -0.858 0.944
C3 2.152 -5.621 0.418
C4 2.568 -4.437 1.179
O5 2.189 -3.308 0.909
C5 3.365 -4.647 2.389
H7 1.275 -5.952 0.985
H8 2.909 -6.407 0.375
H9 1.837 -5.319 -0.582
H10 3.602 -3.739 2.926
H11 4.278 -5.217 2.214
H12 2.736 -5.271 3.110
C6 1.280 -1.759 3.876
C7 1.336 -1.949 5.392
O6 0.474 -2.632 5.946
C8 2.505 -1.367 6.086
H13 0.596 -0.964 3.645
H14 0.774 -2.624 3.470
H15 2.255 -1.689 3.444
H16 2.756 -0.434 5.610
H17 3.258 -2.143 6.007
H18 2.270 -1.180 7.151
C9 -6.630 1.296 3.665
C10 -5.602 0.840 2.701
O7 -4.918 1.643 2.128
C11 -5.422 -0.579 2.459
H19 -6.662 0.736 4.629
H20 -7.583 1.077 3.157
H21 -6.649 2.352 3.869
H22 -4.697 -0.880 3.177
H23 -5.037 -0.681 1.419
H24 -6.264 -1.262 2.553
C12 -1.956 -0.468 6.567
C13 -2.297 0.205 5.297
O8 -2.612 -0.424 4.293
C14 -2.449 1.825 5.161
H25 -2.496 -0.090 7.462
H26 -0.935 -0.300 6.906
H27 -2.066 -1.550 6.427
H28 -1.556 2.338 5.424
H29 -3.220 2.198 5.811
H30 -2.705 1.889 4.085
C15 -3.129 4.721 -3.285
C16 -3.963 4.105 -4.348
O9 -4.658 3.140 -4.071
C17 -3.960 4.788 -5.714
H31 -2.119 4.337 -3.489
H32 -3.443 4.290 -2.286
H33 -3.032 5.797 -3.426
H34 -4.934 4.629 -6.173
H35 -3.126 4.496 -6.377
H36 -3.850 5.878 -5.546
C18 0.464 1.889 -2.582
C19 -0.535 1.979 -3.813
O10 -1.633 1.519 -3.666
C20 -0.050 2.810 -4.912
H37 0.467 2.834 -1.959
H38 1.482 1.745 -2.967
H39 0.200 0.982 -2.079
H40 -0.829 2.912 -5.680
H41 0.827 2.432 -5.360
H42 0.143 3.803 -4.518
C21 5.223 -0.976 1.973
C22 4.996 0.375 2.641
O11 4.605 0.446 3.820
C23 5.368 1.589 1.854
H43 4.312 -1.647 1.849
H44 5.836 -1.620 2.581
H45 5.830 -0.861 1.067
H46 4.707 1.849 1.046
H47 6.276 1.468 1.315
H48 5.538 2.440 2.572
C24 -0.212 -1.779 -6.557
C25 0.399 -1.434 -5.237
O12 1.203 -0.540 -5.149
C26 -0.089 -2.174 -4.042
H49 -1.172 -1.244 -6.691
H50 -0.490 -2.813 -6.633
H51 0.592 -1.477 -7.291
H52 -0.998 -1.651 -3.676
H53 0.647 -1.963 -3.270
H54 -0.359 -3.241 -4.268
C27 -2.610 -4.620 -1.067
C28 -1.663 -4.655 0.110
O13 -1.175 -5.648 0.645
C29 -1.206 -3.352 0.654
H55 -2.884 -5.634 -1.287
H56 -1.977 -4.147 -1.819
H57 -3.448 -3.949 -0.803
H58 -1.061 -3.339 1.703
H59 -1.746 -2.476 0.260
H60 -0.147 -3.231 0.210
C30 4.841 -2.239 -1.846
C31 4.357 -0.874 -1.476
O14 5.069 0.055 -1.277
C32 2.872 -0.682 -1.493
H61 5.645 -2.640 -1.250
H62 5.216 -2.318 -2.838
H63 3.952 -2.905 -1.796
H64 2.476 -0.915 -2.510
H65 2.688 0.375 -1.262
H66 2.455 -1.403 -0.749
C33 3.253 4.388 -1.666
C34 2.070 5.251 -1.829
O15 1.295 5.174 -2.711
C35 1.847 6.148 -0.555
H67 4.138 4.993 -1.656
H68 3.342 3.720 -2.482
H69 3.208 3.867 -0.703
H70 2.617 6.823 -0.275
H71 1.672 5.502 0.340
H72 0.867 6.590 -0.668

Atom charges from the Mulliken analysis, given in e for atoms 1 to 5: -0.945 1.110 -0.654 -0.359 0.244



# 2
DFT (wB97M-V/def2-TZVPD) results for 6 unconnected molecules or ions with the total composition C35H73BBr3N4O9SSi.

Calculated values
E: -291373.55607 eV
Net charge: +1
LUMO energy: -0.1138 hartree
Kohn-Sham gap: 8.503 eV
Maximum force: 2.93 eV/A

Atoms and positions in Å:
C1 -7.392 -1.105 -0.147
C2 -7.025 -2.328 0.708
C3 -5.637 -2.900 0.379
C4 -5.645 -3.871 -0.808
C5 -4.240 -4.470 -1.081
C6 -3.623 -3.949 -2.384
C7 -2.093 -4.186 -2.471
C8 -1.262 -2.862 -2.429
C9 -0.314 -2.916 -1.218
C10 0.845 -1.887 -1.217
C11 0.745 -0.659 -0.246
C12 -0.713 -0.172 -0.465
Br1 -1.023 0.802 -2.138
C13 -1.876 -0.302 0.190
C14 -3.211 0.268 -0.223
Br2 -2.032 -1.328 1.784
C15 1.656 0.448 -0.892
N1 1.530 1.752 -0.222
C16 1.106 2.729 -0.820
O1 0.693 3.658 -1.367
C17 3.165 0.043 -0.934
Si1 4.285 1.347 -1.767
C18 4.681 2.753 -0.553
C19 5.963 0.552 -2.127
C20 3.518 2.148 -3.292
C21 3.598 -0.125 0.508
C22 2.770 -1.197 1.240
S1 3.403 -1.163 2.973
B1 3.381 -2.653 0.855
N2 3.992 -2.988 -0.447
O2 3.406 -3.617 1.845
N3 1.238 -1.015 1.178
C23 0.841 0.099 2.104
C24 0.501 -0.013 3.594
O3 -0.280 -0.669 4.166
Br3 1.466 1.319 4.722
O4 0.760 -2.356 1.357
C25 0.595 -2.859 2.559
N4 0.586 -3.226 3.649
H1 -7.752 -1.415 -1.131
H2 -6.559 -0.406 -0.256
H3 -8.212 -0.549 0.314
H4 -7.048 -1.996 1.751
H5 -7.774 -3.116 0.593
H6 -5.000 -2.051 0.087
H7 -5.155 -3.331 1.262
H8 -5.919 -3.291 -1.695
H9 -6.383 -4.652 -0.623
H10 -3.586 -4.308 -0.216
H11 -4.372 -5.554 -1.147
H12 -4.097 -4.493 -3.206
H13 -3.890 -2.896 -2.518
H14 -1.829 -4.806 -3.327
H15 -1.838 -4.764 -1.576
H16 -0.736 -2.728 -3.374
H17 -2.002 -2.082 -2.251
H18 -0.928 -2.913 -0.317
H19 0.154 -3.907 -1.243
H20 1.800 -2.413 -1.196
H21 0.812 -1.433 -2.211
H22 -3.154 1.350 -0.341
H23 -3.542 -0.144 -1.178
H24 -3.978 0.072 0.521
H25 1.452 0.545 -1.951
H26 3.205 -0.843 -1.569
H27 3.795 3.129 -0.035
H28 5.148 3.597 -1.066
H29 5.382 2.423 0.222
H30 5.922 -0.225 -2.889
H31 6.340 0.147 -1.180
H32 6.669 1.337 -2.406
H33 4.298 2.291 -4.040
H34 3.203 3.158 -3.011
H35 2.649 1.621 -3.694
H36 4.641 -0.456 0.553
H37 3.571 0.822 1.052
H38 3.648 0.153 3.177
H39 3.668 -3.879 -0.805
H40 5.001 -3.062 -0.344
H41 3.390 -4.491 1.440
H42 1.632 0.846 2.043
H43 -0.002 0.681 1.716
C26 7.934 -1.289 2.381
C27 7.367 -2.226 1.333
O5 6.534 -3.226 1.919
H44 8.509 -1.849 3.117
H45 8.581 -0.536 1.928
H46 7.129 -0.777 2.918
H47 8.167 -2.748 0.811
H48 6.786 -1.660 0.589
H49 5.817 -2.775 2.374
C28 -5.230 5.249 -0.598
C29 -4.186 4.162 -0.438
O6 -4.669 2.898 -0.904
H50 -6.136 4.988 -0.052
H51 -4.860 6.205 -0.227
H52 -5.505 5.368 -1.649
H53 -3.928 4.032 0.612
H54 -3.274 4.422 -0.987
H55 -4.894 2.997 -1.834
C30 -10.872 -2.564 2.559
C31 -11.040 -3.457 1.344
O7 -9.809 -4.082 0.983
H56 -10.120 -1.797 2.366
H57 -11.812 -2.077 2.822
H58 -10.531 -3.145 3.420
H59 -11.361 -2.873 0.483
H60 -11.793 -4.228 1.536
H61 -9.521 -4.612 1.732
C32 3.288 5.458 4.771
C33 4.676 4.894 5.009
O8 4.688 4.022 6.136
H62 2.942 6.002 5.650
H63 3.278 6.133 3.914
H64 2.574 4.651 4.590
H65 5.386 5.692 5.215
H66 5.026 4.344 4.127
H67 4.073 3.308 5.949
C34 4.570 6.531 -4.872
C35 5.654 5.487 -4.685
O9 5.228 4.202 -5.140
H68 3.665 6.241 -4.335
H69 4.897 7.506 -4.509
H70 4.304 6.626 -5.928
H71 5.904 5.380 -3.630
H72 6.562 5.775 -5.223
H73 5.016 4.279 -6.075

Atom charges from the Mulliken analysis, given in e for atoms 1 to 5: -1.106 -0.313 0.368 -0.825 -0.668